10
Properties=species:S:1:pos:R:3:mulliken_charge:R:1 method="wB97M-V/def2-TZVPD" charge=0 gap_ev=8.2 molar_mass_g_mol=94.22 lumo_energy_ev=-0.5 e_tot_ev=-19946.754 relative_energy_ev=2.809
O -2.1437 1.2140 -0.5435 -0.437
O 2.5040 -0.5148 -0.5530 -0.396
Si -1.7187 -0.2901 -0.1115 0.449
Si 1.9954 0.8216 0.2916 0.220
H -1.6853 2.0461 -0.5721 0.329
H 3.2438 -0.3520 -1.1481 0.317
H -0.5117 -0.5220 -1.0597 -0.118
H -1.2395 -0.6500 1.3596 -0.091
H -2.8610 -1.0730 -0.4542 -0.149
H 3.3154 1.4300 0.7191 -0.123

***

50
Properties=species:S:1:pos:R:3:mulliken_charge:R:1 method="wB97M-V/def2-TZVPD" multiplicity=6 charge=+1 gap_ev="5.8 / 5.9" molar_mass_g_mol=586.63 lumo_energy_ev="-4.5 / -4.4" e_tot_ev=-131182.046 s_squared=8.83
C 3.5440 -1.0210 -1.6531 -0.476
C 2.5602 -0.1474 -1.1975 -0.079
C 1.2816 -0.1576 -1.8952 0.287
C 0.8822 -1.4636 -2.3405 1.428
C 1.8834 -2.4388 -2.6940 -0.918
C 3.2240 -2.1473 -2.4661 -0.623
C -0.4833 -1.7204 -2.4998 -1.349
C -1.3521 -0.6016 -2.4937 1.601
C -0.8279 0.6288 -2.0537 0.312
C -1.8486 1.5354 -1.5293 -0.177
C -3.1142 1.4987 -2.0906 -0.539
C -3.5345 0.3782 -2.8970 -0.678
C -2.6995 -0.7141 -2.9780 -0.885
H 4.5970 -0.8893 -1.3222 0.387
H 1.5584 -3.3761 -3.1825 0.420
H 4.0146 -2.8243 -2.8129 0.389
H -0.8850 -2.7904 -2.6650 0.255
H -3.8418 2.3105 -1.8760 0.387
H -4.5245 0.3841 -3.3383 0.416
H -3.0275 -1.6505 -3.4452 0.415
N 0.4990 0.9076 -2.0791 -0.546
Sm -0.9661 -2.0719 1.2615 0.967
C 2.6447 0.5962 0.0776 -1.415
H 2.1884 1.5760 -0.0220 0.486
H 3.6823 0.6785 0.4401 0.676
C -1.5240 2.2697 -0.2549 -1.352
H -0.5450 2.7356 -0.3387 0.507
H -2.3114 3.0135 -0.0201 0.659
P 1.6655 -0.2869 1.4757 0.923
P -1.4422 1.0717 1.2382 0.852
C -3.2053 1.0982 1.7109 -1.326
H -3.3131 0.6790 2.7335 0.363
H -3.5803 2.1324 1.7072 0.466
H -3.7868 0.4756 1.0150 0.347
C -0.8296 2.3564 2.4017 -1.295
H -1.6054 3.1036 2.5647 0.462
H -0.5684 1.8948 3.3633 0.364
H 0.0605 2.8481 1.9829 0.353
C 2.8052 -1.6962 1.7977 -1.422
H 3.8079 -1.3061 1.9893 0.420
H 2.4532 -2.2500 2.6829 0.399
H 2.8234 -2.3676 0.9350 0.394
C 2.2042 0.8119 2.8336 -1.358
H 1.6881 0.5532 3.7700 0.361
H 3.2898 0.6978 2.9856 0.443
H 1.9871 1.8637 2.5957 0.384
C -0.6810 -0.9302 3.4920 0.186
O -0.5679 -0.4637 4.5563 -0.185
H -0.8083 -2.1610 -0.3061 -0.264
Br -3.4707 -2.6234 0.8415 -0.421

***

80
Properties=species:S:1:pos:R:3:mulliken_charge:R:1 method="wB97M-V/def2-TZVPD" charge=+1 gap_ev=5.0 molar_mass_g_mol=747.40 lumo_energy_ev=-5.4 e_tot_ev=-152333.932
C 5.1844 0.5652 2.0310 -1.260
C 4.4758 -0.4933 1.1471 0.003
C 3.9867 -1.7295 1.9266 -0.828
C 2.6347 -2.2413 1.3656 -0.081
C 2.6217 -3.7679 1.1114 -1.227
C 2.0828 -4.5772 2.2887 -1.232
C 0.5564 -4.6646 2.3927 0.098
C -0.3718 -4.2071 1.2780 0.176
O -0.2116 -3.8887 0.1321 -0.516
O -1.6318 -4.2570 1.8738 -0.495
C -1.4615 -3.4679 3.0834 0.184
C -1.3201 -2.0329 2.5296 -0.179
C -1.9254 -0.9751 3.4634 -0.932
C -1.7836 0.4873 2.9519 -0.884
S -1.1210 0.6937 1.2684 -0.030
C -2.3759 0.2453 0.0947 -0.122
S -2.1582 -0.8586 -1.0278 0.007
N -3.6126 0.9901 0.1821 0.568
C -4.8055 0.6822 0.7600 0.249
C -5.5699 1.7806 0.5157 -1.637
N -4.8888 2.7324 -0.1743 -0.678
C -3.7071 2.2263 -0.3718 -0.175
C -0.1076 -3.9717 3.6274 -0.724
Br -0.2496 -5.3907 4.9802 -0.128
H 4.7001 1.5288 1.8650 0.268
H 5.0938 0.3542 3.0937 0.367
H 6.2202 0.7001 1.7318 0.329
H 5.1577 -0.7699 0.3406 0.140
H 3.6260 -0.0026 0.6703 0.228
H 4.7482 -2.5074 1.8879 0.363
H 3.8933 -1.4514 2.9769 0.371
H 1.8226 -1.9369 2.0256 -0.270
H 2.5506 -1.7921 0.3782 0.374
H 3.6718 -4.0455 1.0050 0.573
H 2.1687 -4.0170 0.1584 0.562
H 2.4484 -4.1435 3.2216 0.423
H 2.4891 -5.5864 2.2529 0.374
H 0.2341 -5.6924 2.5271 0.925
H -2.3352 -3.6226 3.7047 0.693
H -0.2731 -1.7812 2.3690 0.138
H -1.8864 -2.0309 1.6071 0.112
H -1.4192 -1.0429 4.4256 0.351
H -2.9846 -1.1868 3.5984 0.354
H -1.0640 1.0000 3.5858 0.379
H -2.7186 1.0369 3.0383 0.545
H -5.0138 -0.2434 1.2615 0.555
H -6.6067 1.8845 0.8298 0.759
H -2.8571 2.6361 -0.8893 0.555
H 0.4230 -3.1178 4.0393 0.488
N 0.7499 3.1218 -0.0816 0.346
C 0.6011 4.3694 0.4460 -0.589
C 1.2640 5.2475 -0.3755 -0.115
C 1.8287 4.4953 -1.4401 -0.385
C 1.4904 3.1880 -1.2291 -0.686
H 0.3717 2.2708 0.3095 -0.006
H 0.0421 4.5263 1.3530 0.402
H 1.3340 6.3128 -0.2254 0.107
H 2.4135 4.8686 -2.2644 0.394
H 1.7126 2.3001 -1.7960 0.490
Na -7.1926 1.1785 -1.3386 0.965
B -2.7454 -0.2800 -5.7304 1.090
O -3.5919 -0.7837 -4.6076 -0.475
C -4.3387 0.1985 -4.1867 0.574
O -5.1318 0.1388 -3.2767 -0.622
C -4.0427 1.4460 -5.0086 0.575
O -4.5653 2.5168 -4.8563 -0.635
O -3.1173 1.1484 -5.8963 -0.523
O -1.3182 -0.4228 -5.4124 -0.420
C -0.7517 -1.1889 -6.3491 0.578
O 0.4003 -1.4986 -6.3834 -0.583
C -1.8293 -1.5902 -7.3491 0.531
O -1.6773 -2.2742 -8.3136 -0.560
O -2.9850 -1.0429 -6.9581 -0.497
O 2.0028 8.8126 -0.5348 -0.422
H 1.2177 8.9276 0.0411 0.456
H 2.7354 9.4092 -0.2732 0.463
H 1.7728 8.9134 -1.4834 0.460
O 6.0037 -0.5769 -1.9180 -0.660
H 5.1099 -0.2471 -2.0521 0.309
H 5.9069 -1.5344 -1.9442 0.324

***

8
Properties=species:S:1:pos:R:3:mulliken_charge:R:1 method="wB97M-V/def2-TZVPD" charge=0 gap_ev="7.0 / 8.4" molar_mass_g_mol=72.13 lumo_energy_ev="-0.2 / -0.6" e_tot_ev=-14006.074 relative_energy_ev=3.505
C -0.5072 -0.3386 0.1684 0.121
C -1.7222 -0.6437 -0.2844 -0.653
C 0.3911 0.6726 -0.1744 -0.230
S 2.0432 0.5386 0.1322 -0.159
H -0.1718 -1.0016 0.8943 0.200
H -2.5272 -0.1821 -0.7978 0.315
H 0.4525 1.2053 -1.0840 0.311
H 2.0416 -0.2504 1.1456 0.094

***

5
Properties=species:S:1:pos:R:3:mulliken_charge:R:1 method="wB97M-V/def2-TZVPD" charge=-1 gap_ev="6.5 / 6.5" molar_mass_g_mol=131.59 lumo_energy_ev="1.3 / 1.3" e_tot_ev=-38287.625 relative_energy_ev=2.222
O 1.3325 -0.3039 -1.3805 -0.452
O 1.3706 -1.0226 0.9260 -0.520
S -3.0775 1.5484 0.6754 -0.152
S 0.5442 -0.5628 -0.2306 0.602
Cl -0.0500 1.6736 0.2786 -0.478

***

15
Properties=species:S:1:pos:R:3:mulliken_charge:R:1 method="wB97M-V/def2-TZVPD" smiles=O.O.O.O.O charge=0 gap_ev=10.7 molar_mass_g_mol=90.07 lumo_energy_ev=0.2 e_tot_ev=-10399.413 relative_energy_ev=1.437
O 0.4901 1.7699 0.8198 -0.626
H 0.7741 1.6729 1.7218 0.251
H -0.1629 1.0629 0.6898 0.407
O 0.0541 -0.9221 -1.7632 -0.679
H 0.7941 -1.5371 -1.5182 0.296
H -0.6249 -1.3661 -2.2062 0.322
O 1.5161 -1.1361 2.3538 -0.584
H 1.2521 -0.2671 2.5648 0.279
H 1.9841 -1.5731 3.0748 0.301
O -1.1539 -0.3731 0.7088 -0.672
H -0.7559 -0.7391 -0.0902 0.387
H -1.1779 -1.1081 1.3588 0.337
O -0.7479 1.8779 -2.5432 -0.595
H -0.7349 1.0439 -2.0612 0.267
H -1.5059 1.5939 -3.1102 0.309